70
Properties=species:S:1:pos:R:3:lowdin_charge:R:1 method="wB97M-V/def2-TZVPD" total_charge=+3 fmax_ev_per_a=2.743 e_lumo_ev="-9.64 / -13.90" homo_ev="-14.65 / -16.00" e_tot_ev=-57891.77571 multiplicity=6 orbital_gap_ev="5.0 / 2.1"
Ru 1.034 0.742 -0.836 0.610
P 1.777 0.948 1.360 0.691
P -0.765 2.028 -0.324 0.690
P 2.716 -0.559 -1.722 0.693
H -1.586 -2.410 1.618 0.031
C -0.767 -3.130 1.442 -0.055
C 0.376 -3.180 2.199 -0.078
H 0.521 -2.689 3.187 0.051
C 0.820 1.001 2.864 -0.207
C 2.653 2.512 1.101 -0.196
C 3.102 -0.244 1.892 -0.222
C -2.478 1.568 -0.589 -0.218
C -0.925 3.159 1.092 -0.224
C -0.144 2.922 -1.815 -0.260
C 3.315 -2.128 -0.963 -0.216
C 4.099 0.637 -1.608 -0.224
C 2.321 -0.956 -3.450 -0.242
H -0.779 -3.531 0.405 0.041
H 1.231 -3.808 1.889 0.055
H 0.104 0.170 2.914 0.034
H 0.306 1.964 2.942 0.043
H 1.538 0.922 3.696 0.081
H 1.929 3.336 1.014 0.041
H 3.305 2.463 0.216 0.039
H 3.249 2.620 2.015 0.085
H 2.660 -1.248 1.963 0.051
H 3.442 0.088 2.876 0.066
H 3.968 -0.268 1.217 0.037
H -3.019 2.502 -0.764 0.074
H -2.853 1.063 0.307 0.043
H -2.552 0.887 -1.441 0.008
H -1.595 3.960 0.755 0.075
H 0.036 3.570 1.423 0.033
H -1.410 2.602 1.907 0.055
H -0.963 3.627 -1.985 0.066
H -0.010 2.222 -2.663 0.032
H 0.803 3.440 -1.601 0.051
H 3.969 -2.740 -1.603 0.075
H 2.436 -2.737 -0.717 0.044
H 3.880 -1.974 -0.036 0.040
H 4.829 0.468 -2.410 0.077
H 4.610 0.620 -0.633 0.055
H 3.612 1.616 -1.730 0.030
H 3.121 -1.514 -3.969 0.075
H 2.137 0.007 -3.949 0.058
H 1.375 -1.525 -3.444 0.008
C -1.461 -1.154 -2.915 -0.311
C -2.587 -0.739 -3.722 0.154
C -2.903 -1.402 -4.895 0.087
C -2.242 -2.573 -5.263 0.052
C -1.269 -3.096 -4.407 0.083
C -0.949 -2.478 -3.204 0.119
O -0.903 -0.357 -2.085 -0.058
H 1.976 -0.180 0.137 -0.065
H -3.082 0.194 -3.465 0.152
H -3.655 -0.983 -5.558 0.161
H -2.467 -3.053 -6.214 0.153
H -0.730 -3.998 -4.693 0.160
H -0.224 -2.899 -2.499 0.148
C -4.481 1.376 4.105 -0.059
N -3.275 0.660 4.438 0.011
C -2.602 -0.123 3.548 -0.597
N -1.536 -0.811 4.120 0.141
O -2.856 -0.188 2.338 -0.014
H -4.640 1.335 3.022 0.084
H -4.394 2.424 4.424 0.092
H -5.350 0.934 4.615 0.100
H -2.967 0.649 5.399 0.143
H -1.277 -1.652 3.609 0.062
H -1.558 -0.908 5.124 0.112